one:
Density functional theory data (ωB97M-V/def2-TZVPD) for a 2-piece molecular cluster, C3H9NS overall.

Each line ends with the Mulliken charge.
Geometry (Å):
C 2.798 3.295 -1.146  -0.20
N 2.072 3.538 -0.154  -0.44
H 2.484 3.975 -1.993  0.18
H 3.891 2.993 -1.335  0.22
H 1.717 2.809 0.533  0.24
C -2.340 -2.906 0.046  -0.71
S -1.181 -2.452 1.554  -0.08
C -0.584 -0.765 0.871  -0.90
H -1.695 -3.012 -0.949  0.22
H -2.849 -3.878 0.356  0.28
H -2.917 -2.052 0.066  0.26
H -1.492 -0.188 0.905  0.32
H -0.247 -0.762 -0.166  0.31
H 0.343 -0.595 1.411  0.30

* total charge: 0
* Kohn-Sham gap: 9.360 eV
* LUMO level: 0.73 eV

two:
Density functional theory data (ωB97M-V/def2-TZVPD) for an isolated molecule of C3H9NS.

Each line ends with the Mulliken charge.
Geometry (Å):
C 2.255 0.029 0.548  -0.88
C -0.298 0.925 -0.041  -0.62
C -1.813 0.534 -0.050  -0.44
H 2.743 1.036 0.335  0.28
H 1.946 0.076 1.630  0.27
H 2.999 -0.695 0.426  0.35
H 0.124 1.197 0.908  0.31
H -0.093 1.743 -0.714  0.41
H -2.437 1.165 0.644  0.32
H -2.186 0.661 -1.107  0.25
H -1.888 -0.870 1.301  0.23
H -1.419 -1.464 -0.070  0.25
N -2.089 -0.821 0.325  -0.61
S 0.873 -0.377 -0.524  -0.13

* total charge: 0
* Kohn-Sham gap: 9.610 eV
* LUMO level: 0.98 eV

List of relative energies, unit eV: one 2.831; two 0.000

one:
Density functional theory data (ωB97M-V/def2-TZVPD) for an isolated molecule of C3H9NS.

Each line ends with the Mulliken charge.
Geometry (Å):
C -1.020 0.354 -1.331  -0.87
N 0.176 0.873 -0.676  -0.31
C 1.028 -0.145 -0.123  -0.57
C 0.509 -0.658 1.234  -0.78
S -0.133 0.711 2.249  -0.21
H -1.456 1.129 -1.945  0.37
H -1.781 0.132 -0.574  0.23
H -0.863 -0.538 -1.953  0.30
H 0.692 1.356 -1.400  0.22
H 1.119 -0.981 -0.807  0.33
H 2.044 0.237 -0.012  0.41
H -0.218 -1.426 1.036  0.35
H 1.230 -1.203 1.825  0.43
H -1.327 0.157 2.478  0.11

* total charge: 0
* Kohn-Sham gap: 9.530 eV
* LUMO level: 0.99 eV

two:
Density functional theory data (ωB97M-V/def2-TZVPD) for a 3-piece molecular cluster, C3H9NS overall.

Each line ends with the Mulliken charge.
Geometry (Å):
C 1.996 -0.772 -0.576  -1.01
C 1.097 0.244 0.082  -0.22
C -0.176 -0.011 0.519  -0.65
N -0.776 0.898 1.435  -0.63
H 1.421 -1.618 -1.021  0.27
H 2.582 -0.229 -1.329  0.29
H 2.721 -1.250 0.130  0.27
H 1.560 1.183 0.370  0.33
H -0.827 -0.901 0.401  0.81
H -0.730 1.888 1.066  0.25
H -1.217 0.142 -0.998  0.24
H -1.735 0.666 1.583  0.30
S -2.842 -0.765 -0.796  -0.40
H -3.075 0.524 -0.866  0.14

* total charge: 0
* Kohn-Sham gap: 7.995 eV
* LUMO level: -0.33 eV

three:
Density functional theory data (ωB97M-V/def2-TZVPD) for a 2-piece molecular cluster, C3H9NS overall.

Each line ends with the Mulliken charge.
Geometry (Å):
C -0.803 0.766 1.147  -0.60
S -1.302 1.983 -0.164  -0.20
H -1.498 0.915 1.972  0.33
H 0.214 1.011 1.425  0.25
H -0.887 -0.232 0.739  0.12
C 0.862 -1.827 -0.387  -0.05
C 1.072 -0.933 -1.347  -0.72
N 1.627 -2.125 0.785  -0.59
H 0.244 -2.690 -0.632  0.30
H 0.462 -0.958 -2.243  0.30
H 1.684 -0.063 -1.182  0.25
H -1.315 1.031 -1.104  0.10
H 2.547 -1.684 0.662  0.23
H 1.843 -3.112 0.735  0.30

* total charge: 0
* Kohn-Sham gap: 9.750 eV
* LUMO level: 0.96 eV

four:
Density functional theory data (ωB97M-V/def2-TZVPD) for a 2-piece molecular cluster, C3H9NS overall.

Each line ends with the Mulliken charge.
Geometry (Å):
C -2.051 0.104 0.620  -0.89
C -0.327 1.573 0.245  -0.31
N -0.646 0.355 0.257  -0.28
H -2.155 0.268 1.689  0.31
H -2.286 -0.934 0.395  0.28
H -2.732 0.797 0.118  0.35
H -1.088 2.349 0.142  0.25
H 0.698 1.878 0.445  0.22
H -0.037 -0.924 -0.619  0.30
C 2.271 -1.029 -0.595  -0.62
S 0.784 -1.773 -1.367  -0.27
H 2.807 -0.518 -1.385  0.24
H 1.896 -0.351 0.165  0.16
H 2.864 -1.798 -0.110  0.27

* total charge: 0
* Kohn-Sham gap: 8.796 eV
* LUMO level: 0.60 eV

List of relative energies, unit eV: one 0.000; two 2.543; three 0.543; four 1.002

one:
Density functional theory data (ωB97M-V/def2-TZVPD) for an isolated molecule of C5H5NOS.

Each line ends with the Mulliken charge.
Geometry (Å):
C 0.754 0.734 1.084  -0.01
C -0.035 0.022 0.181  0.19
C 0.213 -1.275 -0.396  -0.61
C -0.690 -1.718 -1.404  -0.44
C -1.719 -0.942 -1.560  -0.45
H 1.724 3.393 1.922  0.34
H 1.154 0.203 1.847  0.46
H 0.998 -1.766 -0.065  0.55
H -0.617 -2.624 -2.048  0.30
H -2.524 -1.048 -2.134  0.54
N 0.751 1.991 1.028  -0.36
O 1.574 2.502 2.082  -0.40
S -1.583 0.529 -0.537  -0.12

* total charge: 0
* Kohn-Sham gap: 9.025 eV
* LUMO level: 0.35 eV

two:
Density functional theory data (ωB97M-V/def2-TZVPD) for an isolated molecule of C5H5NOS.

Each line ends with the Mulliken charge.
Geometry (Å):
C -1.301 -0.554 0.300  -0.19
C -0.992 0.084 1.448  -0.20
C 0.924 0.817 0.509  0.31
C -0.514 -0.327 -0.991  -0.48
C 0.887 -0.277 -0.489  -0.29
N 0.010 1.114 1.420  -0.53
O 3.315 0.890 -0.676  -0.53
S 1.931 1.259 -0.952  0.36
H -2.255 -1.165 0.177  0.30
H -1.577 -0.018 2.405  0.36
H -0.813 -1.201 -1.640  0.28
H -0.811 0.604 -1.398  0.25
H 1.196 -1.228 -0.113  0.36

* total charge: 0
* Kohn-Sham gap: 8.809 eV
* LUMO level: -0.58 eV

three:
Density functional theory data (ωB97M-V/def2-TZVPD) for an isolated molecule of C5H5NOS.

Each line ends with the Mulliken charge.
Geometry (Å):
C 0.935 0.198 1.531  -0.48
C -0.094 -0.874 -0.327  0.59
C -0.614 -0.536 -1.645  -0.84
C -0.833 0.766 -1.654  -0.14
C -0.392 0.268 0.668  0.09
H 0.730 0.436 2.602  0.29
H 1.823 0.627 1.107  0.32
H -0.518 -1.127 -2.496  0.42
H -1.219 1.476 -2.442  0.29
H -1.178 -0.148 1.371  0.33
N 0.902 -1.573 0.098  -0.52
O 1.179 -1.210 1.382  -0.19
S -0.721 1.697 -0.197  -0.16

* total charge: 0
* Kohn-Sham gap: 9.059 eV
* LUMO level: 0.64 eV

List of relative energies, unit eV: one 0.000; two 1.266; three 0.132